No. 1
46
Properties=species:S:1:pos:R:3:forces:R:3 method="wB97M-V/def2-TZVPD" homo_energy_ev=-15.78 charge=+2 mol_weight_da=536.71
V -0.48934 0.28151 -0.25500 0.63 -1.12 -1.02
O 3.42516 4.45369 -0.82074 0.12 -0.29 0.12
C 4.01602 3.33757 -0.39551 -0.08 0.31 -0.19
O 5.15425 3.30336 -0.05232 0.05 -0.07 0.05
C 3.19246 2.07057 -0.35712 0.03 -0.05 0.01
C 3.71219 0.80811 0.01053 0.13 -0.11 0.29
Cl 5.25936 0.38767 0.45800 0.05 -0.01 -0.03
N 2.71832 -0.09794 0.00714 -0.26 -0.22 -0.08
N 1.55931 0.48979 -0.35708 -0.19 0.45 -0.03
C 1.86688 1.79977 -0.59338 -0.13 -0.18 -0.15
C 0.72220 2.60144 -1.07846 -0.15 -0.36 0.23
O 0.64250 3.75457 -1.28739 -0.03 0.07 -0.22
O -0.35991 1.69507 -1.22081 0.20 1.49 -0.11
C 2.78587 -1.54507 0.12752 -0.09 0.29 0.07
C 1.94389 -2.16803 1.03281 0.08 -0.09 0.21
C 1.95993 -3.55442 1.10766 0.00 0.03 0.00
C 2.81116 -4.28399 0.28811 0.00 -0.02 0.00
C 3.65308 -3.63393 -0.60384 0.01 0.06 -0.04
C 3.64646 -2.24826 -0.69392 -0.03 -0.14 -0.17
H 2.49266 4.34647 -1.05356 -0.11 0.08 -0.04
H 1.34638 -1.58984 1.72255 0.00 0.02 -0.01
H 1.33285 -4.05987 1.82967 0.00 0.00 -0.01
H 2.82876 -5.36348 0.35425 0.00 0.01 0.00
H 4.31448 -4.20293 -1.24244 0.01 0.00 0.01
H 4.28189 -1.74404 -1.40901 0.02 0.04 0.02
C -3.66281 1.34175 -2.11288 0.01 -0.05 0.05
C -3.56515 0.95793 -0.68618 0.20 0.03 -0.03
N -2.48155 0.48816 -0.04360 -0.39 0.05 0.37
C -2.87326 0.25625 1.27933 0.29 -0.07 -0.32
C -4.17453 0.58307 1.43263 -0.14 0.03 -0.09
N -4.57373 1.00640 0.18784 -0.14 -0.03 0.06
C -5.20189 0.57050 2.53037 -0.06 -0.06 0.24
O -4.80473 0.28525 3.75933 -0.02 -0.01 -0.22
O -6.32716 0.82405 2.22570 0.01 0.06 -0.04
C -1.81357 -0.20316 2.16698 0.11 0.27 -0.29
O -1.78740 -0.35657 3.32890 0.06 -0.24 0.06
O -0.67261 -0.38704 1.29844 -0.29 -0.01 1.47
H -2.68373 1.60332 -2.50589 0.01 0.01 0.00
H -4.33582 2.18897 -2.23459 0.00 0.00 0.00
H -4.05898 0.50490 -2.69223 0.00 0.00 -0.01
H -5.53428 1.28795 0.00340 0.00 0.02 0.01
H -3.86150 0.07277 3.83091 0.06 0.01 0.08
F -1.78400 -1.26143 -2.14597 -0.03 -0.09 0.01
C -0.58320 -1.31747 -1.58883 0.07 -0.02 -0.33
F 0.34707 -1.02611 -2.48602 0.02 -0.10 -0.04
H -0.38396 -2.25731 -1.06527 -0.02 0.00 0.10

No. 2
99
Properties=species:S:1:pos:R:3:forces:R:3 method="wB97M-V/def2-TZVPD" homo_energy_ev=-11.46 charge=+1 relative_energy_kj_mol=36.32 mol_weight_da=890.03
Tl 0.75483 -1.16824 2.38710 0.11 0.02 -0.50
O -1.84039 -0.83890 0.97327 0.83 1.44 -1.41
C -1.70985 -0.37846 -0.26501 -3.16 -3.57 2.76
C -0.58789 0.66981 -0.62303 5.54 3.00 0.09
O 0.67591 0.43094 -0.24396 -2.24 -0.69 -0.65
H -2.65724 0.01194 -0.64620 0.17 0.95 -0.08
H -1.44674 -1.27272 -0.84984 0.97 0.34 -0.69
H -0.75977 1.58674 -0.02827 -1.68 -0.33 0.70
H -0.65507 1.02085 -1.65660 -0.49 -1.10 -0.56
C -2.36763 2.65963 2.18732 0.41 -0.68 -0.56
C -3.75474 2.14765 2.61474 0.92 1.54 -0.02
O -4.58673 2.55813 1.53768 -0.08 -0.54 -0.75
C -3.85797 3.08149 0.51311 -0.51 1.97 1.00
O -4.30809 3.66446 -0.41914 -0.10 -1.04 -0.36
O -2.54627 3.14089 0.83769 0.34 -0.82 0.50
H -1.62965 1.86308 2.17619 0.23 -0.06 -0.01
H -1.99854 3.46763 2.81455 -0.07 0.11 -0.10
H -3.95920 2.79428 3.46681 -0.84 -0.72 0.31
H -3.80691 1.07934 2.79908 -0.16 0.05 0.03
C 1.42236 3.97765 3.61527 0.97 -0.04 -0.69
C 1.29424 2.90150 2.53282 -0.97 -0.44 1.89
O 1.41229 1.72851 2.88509 0.20 -0.24 -0.53
N 0.90218 3.23107 1.29383 -0.11 0.89 -0.29
C 0.55560 4.56641 0.87237 -0.67 1.35 -1.94
H 2.06736 3.55894 4.38459 -0.05 -0.07 -0.03
H 0.49551 4.27146 4.10428 -0.21 -0.07 -0.36
H 1.93264 4.84834 3.20159 -0.22 0.20 0.15
H 0.87677 2.47669 0.62674 0.16 -0.01 0.09
H -0.19322 4.61882 0.07122 -0.44 -1.08 0.26
H 1.29363 5.12469 0.28612 0.86 -0.21 0.91
H 0.09225 5.23872 1.59060 0.44 -0.43 0.64
C 2.37777 4.55941 -2.26256 0.61 -2.63 -0.56
C 1.60294 4.25221 -3.54776 -0.32 1.41 -0.49
O 1.70716 4.90988 -4.56089 0.02 0.10 0.12
N 0.69853 3.23489 -3.46498 0.03 -1.96 0.49
C -0.35299 2.89362 -4.39667 -1.47 2.17 -0.88
H 2.32358 5.52018 -1.76673 -0.42 0.08 -0.36
H 3.41633 4.29884 -2.48066 0.17 0.72 -0.23
H 2.15356 3.68923 -1.63546 -0.28 0.59 0.80
H 0.81360 2.51424 -2.77193 0.40 0.41 0.27
H -0.75832 1.88516 -4.44237 0.68 -0.27 0.62
H -0.24725 3.21204 -5.43538 1.03 -0.15 0.07
H -1.17691 3.56329 -4.11564 -0.43 -0.42 0.03
C 6.01400 -1.50214 2.14940 0.57 0.87 -1.36
C 4.77548 -1.39892 1.24908 -0.71 -0.20 1.50
O 3.78189 -0.86819 1.74109 -0.51 0.22 -0.34
N 4.76677 -1.96541 0.03319 1.10 -0.55 -0.80
C 3.61876 -2.22155 -0.82044 -0.43 -0.37 -0.11
H 6.21602 -0.49601 2.51816 -0.51 -0.06 0.46
H 6.94840 -1.67394 1.60912 -0.18 -0.72 -0.11
H 5.86200 -2.20329 2.96343 -0.05 0.01 -0.03
H 5.51785 -2.62386 -0.11401 0.20 0.31 -0.13
H 3.88884 -2.53181 -1.83172 0.76 -0.02 0.20
H 2.99404 -1.35607 -1.02475 -0.04 0.10 0.80
H 3.06444 -3.06365 -0.40390 -0.49 0.30 0.05
C -0.17788 -3.67151 -1.67978 -0.03 0.79 -0.30
C 0.08318 -4.07390 -0.24977 0.63 -0.03 0.91
O 0.64351 -3.31145 0.53660 -0.09 0.33 0.01
N -0.18671 -5.35338 0.06931 -0.53 0.64 -1.83
C 0.16341 -6.11064 1.21827 -0.29 0.16 1.86
H 0.41257 -4.32118 -2.32509 -0.29 -0.02 -0.21
H 0.16733 -2.64799 -1.83278 0.43 -0.11 0.24
H -1.21519 -3.58902 -2.01023 -0.14 -0.78 0.20
H -0.74903 -5.80317 -0.63781 0.16 -0.38 0.17
H -0.69258 -6.14837 1.90236 -0.18 -0.68 -0.29
H 0.86683 -5.63145 1.90066 0.46 0.34 -0.76
H 0.54071 -7.09075 0.93718 -0.18 -0.02 0.09
C 1.98572 -0.65983 -3.59669 0.09 -0.83 0.40
C 3.19345 0.20512 -3.26000 -1.06 0.72 -0.48
O 4.13388 0.31108 -4.01051 0.55 -0.27 0.22
N 3.05273 0.96413 -2.13232 0.45 0.74 0.59
C 4.16153 1.69479 -1.51265 0.53 -1.13 0.12
H 2.29506 -1.60601 -4.04349 0.35 0.17 -0.12
H 1.30494 -0.21689 -4.32223 0.06 0.36 0.16
H 1.47002 -0.96249 -2.68190 -0.32 0.33 -0.02
H 2.24407 0.94073 -1.53277 -0.16 -0.73 -0.34
H 4.65567 2.42037 -2.15333 -0.36 0.18 -0.04
H 4.93510 0.97649 -1.22421 0.12 -0.04 -0.19
H 3.82952 2.08420 -0.55207 -0.18 0.45 -0.25
C -2.57006 -4.20836 4.74039 -0.58 0.28 0.83
C -1.98796 -3.50627 3.55784 -0.24 0.03 -0.71
O -0.78885 -3.22630 3.54175 0.16 0.29 0.01
N -2.81239 -3.14111 2.55097 -0.37 -0.20 0.07
C -4.22470 -3.49308 2.40162 0.23 0.64 0.14
H -1.97820 -5.07155 5.03112 0.12 0.16 0.07
H -3.62772 -4.46366 4.75414 0.09 -0.31 -0.71
H -2.56217 -3.44383 5.52421 0.56 -0.19 0.22
H -2.46402 -2.47955 1.87192 0.40 -0.18 0.10
H -4.65073 -2.75161 1.72677 -0.12 -0.13 -0.05
H -4.73519 -3.37920 3.35489 -0.17 -0.20 -0.09
H -4.38093 -4.48290 1.97581 0.04 -0.05 0.13
Cl -6.91136 1.14414 -2.24280 0.85 0.28 0.36
C -5.26018 0.59908 -1.81538 0.39 -0.53 0.34
C -4.88866 -0.56221 -2.67513 0.51 -0.31 -1.24
Cl -5.92642 -1.94196 -2.34031 -0.12 -0.62 0.06
H -5.22082 0.22485 -0.79018 -0.53 0.30 0.15
H -4.44901 1.32667 -1.88283 -0.65 0.69 -0.33
H -3.84753 -0.88212 -2.57513 -0.02 0.06 0.57
H -4.94708 -0.34931 -3.74406 -0.42 0.18 0.09